Record 1
Molecular formula: C33H80BFNO2P
Method: DFT, the ωB97M-V functional and the def2-TZVPD basis

Each line ends with the Löwdin charge.
Geometry (Å):
P1 -2.83595 -1.54406 -0.29391  0.457
F1 -0.05966 1.52039 0.61087  -0.055
O1 -3.85898 -1.44686 0.94241  -0.151
O2 -1.78979 -2.67484 0.20554  -0.185
N1 -3.54583 -1.79146 -1.64236  -0.149
C1 -2.15478 4.78286 -2.95996  -0.223
C2 2.50983 4.13338 4.63413  -0.269
C3 -0.39392 2.95342 -3.33889  -0.259
C4 -0.50794 0.19649 0.43359  -0.332
C5 -1.89036 5.46723 -4.30105  -0.268
C6 -4.75993 -8.23198 3.54314  -0.113
C7 3.06166 2.72066 4.81884  -0.233
C8 -0.74287 2.20098 -7.45698  -0.234
C9 -0.77040 6.50044 -4.25041  -0.109
C10 3.82670 -1.15172 7.48836  -0.109
C11 3.25962 -1.49571 4.45412  -0.234
C12 -2.72615 -3.95930 3.31310  -0.106
C13 -1.66308 -0.28527 -9.08713  -0.112
C14 4.28507 2.39244 3.96072  -0.224
C15 1.42918 -1.48183 0.62911  -0.092
C16 2.04017 -2.41517 4.47467  -0.264
C17 -0.50124 0.62254 -9.47567  -0.270
C18 -0.96246 4.00873 -2.39219  -0.220
C19 -1.40960 3.32954 -8.24184  -0.266
C20 -1.40110 1.87877 -3.72975  -0.099
C21 0.17360 1.29472 -8.28085  -0.225
C22 3.50876 5.22849 4.99119  -0.112
C23 0.58314 -0.60834 -0.29374  -0.194
C24 4.07799 2.56339 2.45612  -0.256
C25 -4.65639 -6.09477 2.14824  -0.226
C26 -3.13627 -6.08804 1.97308  -0.226
C27 -2.36293 -5.42688 3.11365  -0.261
C28 4.25409 -2.36086 6.66287  -0.267
C29 2.27540 -3.76030 3.79734  -0.101
C30 2.97859 1.66655 1.89876  -0.108
C31 -5.14739 -6.76147 3.43242  -0.270
C32 4.48787 -2.03535 5.18836  -0.222
C33 -0.41794 4.30528 -8.86564  -0.108
B1 -1.89930 0.12767 -0.24201  -0.069
H1 1.61745 4.24209 5.25594  0.104
H2 2.26582 1.99964 4.61003  0.095
H3 4.57091 -0.35430 7.42238  0.074
H4 4.39163 5.19292 4.35099  0.065
H5 -1.65627 4.71444 -5.06079  0.083
H6 5.17671 -2.77385 7.07838  0.104
H7 -2.55750 -3.40408 2.38874  0.036
H8 3.50338 -3.15103 6.75558  0.098
H9 0.47239 2.48604 -2.86224  0.102
H10 -2.46061 5.53726 -2.22802  0.109
H11 3.05234 -4.34099 4.29687  0.068
H12 3.53687 -1.30252 3.41213  0.095
H13 -1.68683 -3.38213 -0.44329  0.084
H14 -2.90198 -5.56428 1.03967  0.099
H15 -1.26860 3.52528 -1.45902  0.101
H16 3.32801 2.57703 5.87152  0.109
H17 -3.36404 -2.66454 -2.11802  -0.018
H18 1.03513 1.86765 -8.63422  0.101
H19 -5.14582 -8.80035 2.69372  0.075
H20 -0.16585 4.70614 -2.11945  0.104
H21 0.12546 -1.23790 -1.06184  0.101
H22 -6.23564 -6.67066 3.47563  0.104
H23 0.18488 6.04606 -3.98216  0.064
H24 2.88377 1.77989 0.81774  0.073
H25 5.28812 -1.29122 5.11483  0.107
H26 3.85359 3.60837 2.22400  0.100
H27 -3.50413 -0.99739 1.72104  0.077
H28 -0.01300 3.43685 -4.24393  0.087
H29 0.22867 3.81316 -9.59402  0.065
H30 -2.45351 1.06522 -0.70826  0.061
H31 5.02027 2.33836 1.94961  0.105
H32 1.21264 -1.90659 3.97081  0.093
H33 2.58152 -3.62043 2.75741  0.068
H34 -1.51779 1.59892 -6.97544  0.096
H35 -3.77356 -3.83513 3.59259  0.070
H36 1.70941 -2.57522 5.50487  0.100
H37 -5.03228 -5.06909 2.11153  0.102
H38 -5.10197 -6.60766 1.28993  0.110
H39 5.13353 3.00472 4.27783  0.102
H40 -1.33277 -1.06527 -8.39705  0.075
H41 -2.11965 -3.50964 4.10141  0.070
H42 -1.77692 1.34889 -2.85193  0.045
H43 4.57326 1.35436 4.16095  0.095
H44 1.36540 -4.36252 3.79844  0.062
H45 1.19249 0.12762 -0.82050  0.117
H46 -4.76672 -6.21776 4.30204  0.097
H47 0.24865 0.03828 -10.01521  0.103
H48 0.22350 4.74864 -8.09991  0.073
H49 -0.61274 -0.21772 1.45084  0.142
H50 -0.85206 1.38288 -10.17950  0.098
H51 4.85997 -2.92732 4.67734  0.103
H52 2.43603 -1.63224 0.23903  0.080
H53 3.84551 5.12552 6.02545  0.075
H54 -1.29362 -5.50738 2.89888  0.098
H55 -2.81306 5.95009 -4.63337  0.106
H56 3.20263 0.61835 2.10836  0.051
H57 -3.67684 -8.36340 3.56418  0.064
H58 -0.94554 1.13920 -4.39034  0.067
H59 2.98323 -0.52412 4.87392  0.089
H60 2.00322 1.89577 2.32970  0.065
H61 1.53076 -1.01011 1.60899  0.054
H62 -2.52435 -5.97856 4.04409  0.099
H63 -3.00875 4.10945 -3.07086  0.102
H64 -2.25964 2.29833 -4.25654  0.071
H65 -5.16086 -8.67947 4.45321  0.068
H66 -2.46367 0.27090 -8.59712  0.065
H67 -0.64009 6.99044 -5.21621  0.068
H68 0.57843 0.52027 -7.62098  0.109
H69 -0.93209 5.11756 -9.38068  0.069
H70 2.17388 4.26767 3.60190  0.099
H71 -0.15757 2.63985 -6.64122  0.099
H72 3.70915 -1.41210 8.54078  0.069
H73 -0.98804 7.27384 -3.51012  0.075
H74 2.87495 -0.74344 7.14412  0.064
H75 0.96276 -2.45728 0.77089  0.068
H76 -2.77527 -7.11175 1.84326  0.102
H77 -2.09283 -0.77433 -9.96204  0.068
H78 -2.05303 2.91194 -9.02167  0.099
H79 3.06554 6.21887 4.88187  0.069
H80 -2.07372 3.87520 -7.56577  0.097

The structure (SMILES) is CC[C@@H](F)BP(=N)(O)O.CCCCCC.CCCCCC.CCCCCC.CCCCCC.CCCCCC. The spin multiplicity is 1.

Record 2
Molecular formula: C33H80N9O13P2
Method: DFT, the ωB97M-V functional and the def2-TZVPD basis

Each line ends with the Löwdin charge.
Geometry (Å):
P1 -5.95689 -3.53070 -7.03724  0.744
P2 5.45626 -0.28478 7.94466  0.750
O1 6.71364 -0.26077 9.13265  -0.201
O2 -0.01230 0.80608 3.80104  -0.188
O3 6.56010 0.51403 6.98897  -0.226
O4 -6.84563 -3.15637 -8.39233  -0.225
O5 -4.49452 -2.95632 -7.58629  -0.236
O6 3.79308 -1.99870 -0.14863  -0.221
O7 3.48634 2.23235 2.74804  -0.209
O8 4.33087 -0.30626 6.88137  -0.269
O9 -6.24187 -1.88858 -6.57341  -0.219
O10 -5.70183 -5.00044 -7.45238  -0.246
O11 4.86913 1.05239 8.74061  -0.226
O12 4.74874 3.56071 -0.40672  -0.249
O13 1.42133 -1.39813 0.68553  -0.194
N1 -0.50079 -0.25212 -1.66213  0.131
N2 -3.55751 3.31445 -2.24593  0.020
N3 -1.13139 -2.35383 -3.87247  0.036
N4 -4.35561 4.15539 0.02992  0.062
N5 -2.86196 -0.88100 -2.90716  0.047
N6 -5.60602 2.47701 -1.22827  0.015
N7 -2.02522 -0.50135 -5.23716  0.051
N8 -0.09812 2.09804 -1.02415  0.030
N9 -0.26172 0.32837 0.84509  0.029
C1 -7.50169 -1.47354 -6.08810  -0.310
C2 1.61194 -2.87078 0.72871  -0.150
C3 -7.97791 -2.28902 -4.90757  -0.086
C4 -0.28136 0.61727 -0.62855  -0.088
C5 3.31088 0.70207 10.55728  -0.084
C6 4.55527 -1.97402 -1.41191  -0.247
C7 5.72258 1.50523 4.95294  -0.068
C8 -2.11822 2.14522 0.71186  -0.190
C9 5.16589 3.17266 0.96766  -0.147
C10 5.91232 -2.09147 10.53110  -0.086
C11 -0.98904 2.96085 -0.15912  -0.155
C12 -0.54985 0.14152 -3.15166  -0.051
C13 -9.24126 -3.48019 -8.30713  -0.083
C14 3.68672 5.77186 -1.04337  -0.103
C15 -2.50596 -0.25319 2.04103  -0.052
C16 2.92908 -3.19373 -0.24345  -0.171
C17 -1.43811 0.90582 1.59499  -0.335
C18 2.19464 1.53427 2.60948  -0.176
C19 1.27414 1.54211 3.96578  -0.139
C20 -4.18354 2.98385 -0.91023  -0.596
C21 5.10383 4.96731 -0.68626  -0.244
C22 6.51662 0.36730 5.57764  -0.300
C23 -7.90921 -3.99316 -8.81536  -0.297
C24 -3.20031 -4.43536 -8.98872  -0.072
C25 -3.45257 1.69619 -0.13429  -0.079
C26 6.05177 -1.30440 -1.09038  -0.088
C27 0.05476 -1.09414 1.20450  -0.175
C28 -3.35966 -3.80882 -7.61116  -0.319
C29 3.50432 1.13051 9.11685  -0.304
C30 4.23580 1.91864 1.48693  -0.156
C31 -0.93842 1.63387 3.01585  -0.140
C32 -1.64201 -0.93072 -3.82657  -0.585
C33 6.47723 -0.69116 10.45696  -0.305
H1 -10.06593 -4.07009 -8.71821  0.083
H2 5.56003 1.32168 3.88536  0.053
H3 -8.97727 -1.96472 -4.59593  0.090
H4 2.85600 0.53571 8.46266  0.101
H5 5.84536 0.03197 10.97205  0.093
H6 4.93108 0.97947 1.62815  0.126
H7 -3.48915 0.30177 2.39212  0.106
H8 -5.09583 4.82392 -0.27636  0.090
H9 -4.12864 -4.88655 -9.35183  0.074
H10 -7.29484 -2.17168 -4.05999  0.076
H11 -7.91559 -3.97985 -9.90851  0.122
H12 3.41755 -4.17885 0.17371  0.144
H13 5.65272 5.51616 0.19121  0.121
H14 1.59633 2.08316 1.75713  0.113
H15 3.73362 6.27597 -2.11210  0.077
H16 5.98311 -0.42951 -0.29764  0.074
H17 -0.66732 -1.26174 -1.46366  0.146
H18 -3.29853 0.06958 -2.99461  0.063
H19 -7.39533 -0.42946 -5.77487  0.123
H20 -2.09766 -0.86394 2.97083  0.113
H21 -0.32042 -2.44544 -4.55604  0.100
H22 2.48022 -3.37233 -1.32366  0.134
H23 3.96749 1.26812 11.22733  0.080
H24 -8.01683 -3.35632 -5.14377  0.065
H25 3.19944 2.17510 9.01156  0.119
H26 2.45748 0.40648 2.33232  0.148
H27 0.03601 -1.35600 2.34392  0.163
H28 -3.53463 -1.64955 -3.12132  0.091
H29 1.89217 0.94188 4.79230  0.151
H30 -2.41907 -5.20304 -8.97540  0.080
H31 2.27501 0.85921 10.87241  0.080
H32 -3.42552 -4.57043 -6.82612  0.100
H33 -2.92000 -3.66920 -9.72114  0.080
H34 -1.91078 -2.90064 -4.34756  0.089
H35 3.54310 -0.36023 10.68334  0.063
H36 -7.76988 -5.03524 -8.50432  0.106
H37 5.81313 5.04997 -1.64062  0.130
H38 -1.33779 0.18432 -5.62845  0.083
H39 1.11988 2.63343 4.41647  0.151
H40 2.82102 4.95257 -1.03898  0.072
H41 3.47943 1.65519 0.62894  0.124
H42 -5.41981 1.63094 -1.84662  0.069
H43 -2.82031 -0.97190 1.14974  0.107
H44 6.79466 -2.17038 -0.73959  0.093
H45 -2.98823 -0.08847 -5.18857  0.081
H46 -9.29370 -3.54413 -7.21559  0.062
H47 -4.31892 1.23594 0.54113  0.134
H48 7.54472 0.39731 5.20695  0.116
H49 -2.50736 2.91818 1.53506  0.152
H50 4.00788 -1.34137 -2.25239  0.128
H51 6.45385 -0.89180 -2.12011  0.081
H52 5.70001 -2.36449 11.57099  0.089
H53 0.72354 -3.47197 0.26173  0.128
H54 -3.45467 4.62492 0.26781  0.075
H55 -0.26998 3.47587 0.64299  0.126
H56 -2.47973 -3.20007 -7.38653  0.103
H57 7.44149 -0.67254 10.97597  0.129
H58 6.10877 -0.61070 5.29863  0.103
H59 1.80444 -3.26059 1.81927  0.143
H60 -3.80561 2.63339 -2.99681  0.063
H61 -0.45730 2.68628 2.77743  0.129
H62 4.75126 1.65027 5.43533  0.069
H63 5.00682 4.05822 1.73455  0.142
H64 0.50282 -0.02088 -3.68105  0.154
H65 4.98930 -2.18543 9.95175  0.062
H66 -8.22692 -1.47027 -6.90144  0.094
H67 4.68936 -3.08879 -1.75083  0.120
H68 6.31147 2.85589 0.86731  0.146
H69 0.92081 2.36549 -0.94047  0.138
H70 -5.96736 3.20054 -1.91930  0.084
H71 6.26802 2.44998 5.06240  0.084
H72 -1.42313 3.86094 -0.79538  0.124
H73 6.62480 -2.81452 10.12087  0.085
H74 -0.67648 -1.84121 0.65730  0.131
H75 -1.00876 1.20239 -3.33353  0.133
H76 3.43558 6.61849 -0.25669  0.078
H77 -3.11593 0.91404 -0.96241  0.098
H78 -3.84456 4.30385 -2.51378  0.098
H79 -9.39121 -2.43145 -8.58672  0.079
H80 -1.93567 1.86495 3.61062  0.152

The spin multiplicity is 1. For the relative energy (zero: lowest compared OMol25 entry of this formula, charge and spin), the calculation gives 970.59 kJ/mol. As for the charge: +1.

Asked for HOMO-LUMO gap across the records above, the calculation gives 8.9, 7.8 eV in order.
Asked for HOMO across the records above, the calculation gives -9.414, -11.213 eV in order.
Asked for F_max across the records above, the calculation gives 0.49, 9.65 eV/Å in order.